Record 1
152
Properties=species:S:1:pos:R:3:mulliken_charge:R:1 method="wB97M-V/def2-TZVPD" e_lumo_ha=-0.1218 e_tot_ha=-3434.55855 max_force_ev_per_a=4.7 homo_energy_ev=-10.3 charge=+1
C -2.658 -0.839 -1.876 -0.78
C -4.086 -0.563 -2.646 0.32
I -3.935 -0.202 -4.843 0.01
C -5.431 -0.541 -1.943 -0.76
I -5.603 -0.939 0.247 0.10
C -6.803 -0.192 -2.820 0.23
C -8.260 -0.242 -2.075 -0.62
C -8.966 1.262 -1.912 -0.43
C -7.787 2.253 -2.564 -0.45
N -6.632 1.335 -2.977 -0.21
H -2.180 0.225 -1.675 0.23
H -1.882 -1.467 -2.493 0.32
H -2.762 -1.369 -0.829 0.28
H -6.864 -0.609 -3.928 0.32
H -8.964 -0.727 -2.873 0.25
H -8.384 -0.761 -1.034 0.27
H -9.290 1.516 -0.794 0.30
H -9.910 1.257 -2.631 0.25
H -8.075 2.921 -3.481 0.34
H -7.384 2.767 -1.580 0.25
H -5.936 1.546 -2.214 0.41
H -6.147 1.688 -3.831 0.33
C -3.085 0.785 3.569 -0.73
C -3.047 2.061 2.772 0.90
O -2.116 2.309 2.007 -0.62
C -4.192 3.023 2.946 -0.81
H -2.195 0.189 3.343 0.17
H -3.090 1.015 4.638 0.27
H -3.972 0.206 3.301 0.19
H -4.246 3.352 3.986 0.07
H -5.128 2.543 2.649 0.26
H -4.030 3.899 2.309 0.30
C -2.189 3.528 -5.496 -0.68
C -1.112 4.274 -6.237 0.71
O -1.114 5.502 -6.302 -0.57
C -0.030 3.459 -6.894 -0.81
H -2.901 4.245 -5.073 0.31
H -2.724 2.868 -6.184 0.22
H -1.748 2.951 -4.680 0.14
H -0.468 2.796 -7.644 0.31
H 0.508 2.879 -6.140 0.08
H 0.679 4.130 -7.391 0.30
C 1.191 1.341 -2.788 -1.10
C 1.145 0.307 -3.881 0.96
O 0.251 0.309 -4.725 -0.56
C 2.236 -0.730 -3.901 -0.81
H 0.342 2.024 -2.899 0.16
H 1.123 0.854 -1.812 0.39
H 2.116 1.919 -2.862 0.35
H 2.215 -1.309 -2.975 0.35
H 3.208 -0.245 -4.024 0.02
H 2.075 -1.410 -4.744 0.30
C 5.390 1.076 -6.551 -0.78
C 6.078 0.649 -5.282 0.85
O 5.452 0.505 -4.234 -0.62
C 7.563 0.407 -5.346 -0.81
H 4.322 1.215 -6.355 0.22
H 5.808 2.024 -6.899 0.05
H 5.509 0.305 -7.316 0.35
H 8.077 1.325 -5.640 0.03
H 7.778 -0.395 -6.056 0.42
H 7.923 0.104 -4.357 0.28
C 0.208 -2.686 4.949 -0.77
C -0.796 -3.118 3.914 0.74
O -1.975 -3.308 4.209 -0.64
C -0.303 -3.309 2.505 -0.94
H -0.290 -2.588 5.919 0.36
H 0.999 -3.436 5.035 0.23
H 0.631 -1.717 4.673 0.14
H 0.465 -4.086 2.482 0.29
H 0.097 -2.367 2.121 0.33
H -1.137 -3.621 1.867 0.25
C 5.369 -1.974 4.095 -1.05
C 4.120 -2.515 4.739 0.93
O 3.175 -2.917 4.062 -0.52
C 4.072 -2.545 6.243 -1.05
H 5.262 -2.013 3.006 0.25
H 5.521 -0.934 4.395 0.24
H 6.229 -2.583 4.384 0.40
H 4.166 -1.531 6.638 0.27
H 4.874 -3.180 6.628 0.36
H 3.111 -2.960 6.567 0.24
C 9.975 3.191 -1.786 -1.20
C 8.953 3.007 -2.876 0.81
O 9.282 2.646 -4.005 -0.50
C 7.514 3.283 -2.532 -0.93
H 10.970 2.957 -2.178 0.30
H 9.970 4.229 -1.443 0.35
H 9.758 2.515 -0.955 0.33
H 7.399 4.325 -2.222 0.39
H 7.188 2.611 -1.734 0.31
H 6.890 3.109 -3.414 0.12
C 7.404 4.455 -9.304 -1.19
C 8.050 3.683 -8.185 0.85
O 7.767 2.505 -7.976 -0.54
C 9.054 4.410 -7.330 -0.98
H 6.702 3.804 -9.836 0.31
H 6.853 5.307 -8.899 0.32
H 8.167 4.796 -10.009 0.37
H 8.576 5.260 -6.837 0.31
H 9.890 4.748 -7.947 0.36
H 9.437 3.729 -6.563 0.17
C -5.382 3.769 7.883 -1.00
C -4.086 3.448 7.187 0.84
O -4.038 2.624 6.276 -0.54
C -2.851 4.174 7.651 -1.17
H -6.187 3.171 7.444 0.28
H -5.304 3.525 8.945 0.32
H -5.621 4.828 7.752 0.35
H -2.661 3.948 8.703 0.35
H -2.978 5.250 7.510 0.31
H -1.992 3.842 7.060 0.29
C -10.186 2.060 7.560 -1.07
C -9.028 2.228 8.507 0.76
O -8.058 2.925 8.213 -0.54
C -9.102 1.510 9.828 -1.07
H -9.995 2.635 6.648 0.28
H -10.297 1.006 7.293 0.32
H -11.102 2.435 8.024 0.33
H -9.166 0.431 9.662 0.33
H -9.970 1.860 10.393 0.34
H -8.198 1.722 10.408 0.27
C -0.681 -6.660 0.192 -0.90
C 0.397 -5.915 -0.548 0.81
O 0.394 -4.686 -0.614 -0.57
C 1.478 -6.730 -1.205 -1.10
H -1.393 -5.944 0.615 0.23
H -1.216 -7.320 -0.495 0.30
H -0.240 -7.238 1.009 0.31
H 1.040 -7.393 -1.955 0.30
H 2.016 -7.310 -0.451 0.32
H 2.187 -6.059 -1.702 0.32
C 5.206 2.858 4.738 -1.13
C 4.141 1.865 4.355 0.82
O 4.427 0.714 4.032 -0.54
C 2.711 2.337 4.384 -1.05
H 6.189 2.379 4.672 0.28
H 5.185 3.709 4.053 0.34
H 5.049 3.193 5.766 0.34
H 2.579 3.164 3.683 0.34
H 2.443 2.649 5.397 0.34
H 2.052 1.515 4.085 0.21
C -1.956 -11.649 -2.343 -1.12
C -1.509 -10.670 -1.291 0.81
O -1.121 -9.542 -1.592 -0.51
C -1.555 -11.124 0.144 -0.99
H -1.869 -11.185 -3.331 0.29
H -1.321 -12.538 -2.317 0.34
H -3.001 -11.922 -2.176 0.33
H -0.902 -11.989 0.280 0.33
H -2.582 -11.373 0.421 0.33
H -1.203 -10.314 0.792 0.21


Record 2
150
Properties=species:S:1:pos:R:3:mulliken_charge:R:1 method="wB97M-V/def2-TZVPD" e_lumo_ha=0.0136 e_tot_ha=-3105.45793 max_force_ev_per_a=4.6 smiles="CCOP(=O)(CC[C@@]1(CCCCOC(C)=O)C[C@H](CCCCCCCCCOC)NC1=O)OCC.C1CCOC1.C1CCOC1.C1CCOC1.C1CCOC1.C1CCOC1" homo_energy_ev=-9.2
C -2.397 7.940 -2.238 -0.82
C -3.340 6.623 -2.279 -0.15
O -3.151 5.817 -3.474 -0.46
P -1.793 4.803 -3.365 0.79
O -0.520 5.686 -3.459 -0.76
C -1.677 3.570 -4.819 -0.59
C -2.586 2.270 -4.574 -0.79
C -1.773 0.915 -4.306 2.05
C -0.361 0.662 -5.018 -1.58
C 0.920 0.866 -4.075 -0.29
C 1.211 -0.347 -3.063 -0.22
C 2.762 -0.606 -2.765 -0.53
O 3.399 -1.553 -3.658 -0.33
C 3.614 -2.813 -3.045 0.57
C 4.392 -3.070 -1.683 -0.64
O 3.189 -3.828 -3.659 -0.56
C -2.031 0.392 -2.815 -0.58
C -3.577 -0.134 -2.758 0.54
C -3.429 -1.446 -1.822 -1.08
C -4.812 -1.994 -1.232 -0.70
C -5.044 -1.206 0.178 0.09
C -6.615 -1.080 0.435 -0.95
C -7.003 -0.316 1.790 -0.03
C -6.765 1.254 1.552 -0.49
C -6.077 2.018 2.784 -0.40
C -4.561 1.582 3.071 0.53
C -4.144 2.023 4.571 -0.32
O -2.851 2.676 4.622 -0.44
C -1.789 1.708 4.467 -0.57
N -3.673 -0.773 -4.139 -0.22
C -2.718 -0.171 -5.083 -0.26
O -2.722 -0.474 -6.296 -0.64
O -1.835 3.866 -1.919 -0.11
C -0.848 4.463 -0.990 -0.13
C -0.914 3.601 0.383 -0.74
H -2.390 8.422 -3.273 0.26
H -1.360 7.573 -1.911 0.20
H -2.765 8.716 -1.485 0.34
H -3.217 6.036 -1.299 0.10
H -4.439 6.974 -2.282 0.36
H -0.591 3.366 -5.079 0.39
H -2.112 4.154 -5.716 0.35
H -3.267 2.146 -5.492 0.42
H -3.303 2.484 -3.695 0.16
H -0.342 -0.437 -5.360 0.47
H -0.241 1.278 -5.985 0.36
H 0.863 1.870 -3.506 0.08
H 1.830 0.984 -4.778 0.40
H 0.632 -1.280 -3.395 0.28
H 0.738 -0.039 -2.054 0.15
H 3.330 0.391 -2.897 0.18
H 2.852 -0.862 -1.655 0.37
H 4.949 -2.172 -1.267 0.23
H 3.656 -3.431 -0.871 0.28
H 5.166 -3.916 -1.770 0.26
H -1.478 -0.614 -2.707 0.22
H -1.745 1.197 -2.049 -0.54
H -4.384 0.631 -2.496 0.33
H -2.689 -1.166 -0.979 0.22
H -2.937 -2.269 -2.447 0.42
H -5.703 -1.911 -1.935 0.32
H -4.678 -3.098 -0.976 0.22
H -4.544 -0.177 0.023 0.01
H -4.463 -1.702 1.031 0.22
H -7.160 -2.090 0.443 0.33
H -7.061 -0.495 -0.451 0.28
H -6.386 -0.764 2.643 -0.04
H -8.122 -0.470 2.021 0.32
H -7.746 1.787 1.326 0.36
H -6.062 1.392 0.650 0.06
H -6.166 3.146 2.598 0.33
H -6.691 1.746 3.723 -0.08
H -3.809 1.984 2.306 -0.25
H -4.525 0.436 2.986 0.04
H -4.130 1.071 5.228 0.10
H -4.981 2.693 4.983 0.31
H -2.077 0.655 4.839 0.27
H -1.517 1.583 3.359 0.14
H -0.822 2.003 5.003 0.27
H -4.589 -0.396 -4.454 0.35
H -1.145 5.557 -0.820 0.14
H 0.225 4.352 -1.369 0.24
H -0.149 4.095 1.084 0.06
H -1.967 3.567 0.812 0.37
H -0.522 2.553 0.110 0.12
C -6.651 -0.034 7.371 -0.09
C -7.859 0.809 7.715 -0.61
C -8.584 0.877 6.385 -0.33
O -8.290 -0.343 5.690 -0.40
C -7.228 -1.021 6.375 -0.40
H -6.195 -0.520 8.235 0.38
H -5.891 0.586 6.885 -0.15
H -8.478 0.288 8.452 0.27
H -7.609 1.794 8.114 0.35
H -8.217 1.708 5.773 0.16
H -9.665 0.982 6.501 0.30
H -7.658 -1.891 6.882 0.31
H -6.488 -1.369 5.651 0.24
C 8.470 -2.377 1.597 -0.54
C 9.015 -3.228 0.471 -0.32
C 7.752 -3.846 -0.096 -0.51
O 6.694 -2.901 0.119 -0.29
C 7.162 -1.882 1.013 -0.53
H 9.137 -1.567 1.897 0.30
H 8.276 -3.003 2.474 0.24
H 9.488 -2.588 -0.281 0.24
H 9.745 -3.970 0.795 0.18
H 7.490 -4.769 0.432 0.29
H 7.836 -4.067 -1.163 0.31
H 7.309 -0.966 0.430 0.31
H 6.406 -1.689 1.779 0.30
C 3.882 4.348 1.850 -0.62
C 4.429 3.517 0.711 -0.56
C 3.163 2.953 0.096 -0.34
O 2.128 3.921 0.316 -0.21
C 2.602 4.899 1.253 -0.49
H 4.563 5.129 2.191 0.36
H 3.648 3.701 2.703 0.26
H 4.938 4.165 -0.010 0.30
H 5.130 2.743 1.028 0.33
H 2.862 2.022 0.588 0.24
H 3.266 2.763 -0.975 0.16
H 2.789 5.827 0.702 0.28
H 1.835 5.089 2.006 0.31
C 13.811 -3.021 3.255 -0.54
C 14.355 -3.871 2.128 -0.57
C 13.092 -4.490 1.562 -0.49
O 12.034 -3.545 1.779 -0.27
C 12.502 -2.526 2.673 -0.43
H 14.478 -2.211 3.555 0.34
H 13.617 -3.647 4.132 0.27
H 14.827 -3.231 1.376 0.26
H 15.086 -4.615 2.451 0.33
H 12.830 -5.413 2.090 0.30
H 13.174 -4.710 0.495 0.29
H 12.649 -1.610 2.090 0.27
H 11.748 -2.334 3.439 0.26
C -2.300 -7.125 -3.391 -0.53
C -2.458 -6.002 -4.391 -0.50
C -3.813 -5.435 -4.016 -0.26
O -3.977 -5.647 -2.606 -0.37
C -2.950 -6.539 -2.153 -0.43
H -1.264 -7.425 -3.226 0.34
H -2.861 -8.004 -3.727 0.26
H -1.680 -5.249 -4.229 0.19
H -2.406 -6.328 -5.431 0.36
H -4.622 -5.964 -4.530 0.29
H -3.898 -4.369 -4.239 0.15
H -2.231 -5.954 -1.567 0.25
H -3.386 -7.303 -1.505 0.27